The following is a quantum chemistry calculation of a 11-piece molecular cluster, C40H64N2O34S overall, from the Open Molecules 2025 dataset.

The structure (SMILES) is CCCN[C@@H](CN)OCCCCCS(=O)(=O)O.O=C1OCCO1.O=C1OCCO1.O=C1OCCO1.O=C1OCCO1.O=C1OCCO1.O=C1OCCO1.O=C1OCCO1.O=C1OCCO1.O=C1OCCO1.O=C1OCCO1. The total charge is 0. The HOMO energy comes out at -8.150 eV. The maximum force is 0.026 hartree/bohr. The value obtained for the total energy is -125948.2261 eV. The calculation puts the LUMO energy at 0.0111 Ha.

Last column: Mulliken charge in e.
Atoms and positions in Å:
C -3.00473 1.27508 6.38868  -1.525
C -1.69373 1.00806 5.62084  0.018
C -1.78502 1.42509 4.14918  0.078
N -0.48465 1.77111 3.56288  -0.313
C 0.28856 0.67400 3.03193  -0.559
C 1.06951 -0.09182 4.09702  -0.808
N 1.92996 0.86939 4.81351  -0.447
O -0.47288 -0.14385 2.13075  -0.027
C -0.90496 -1.40307 2.59626  -0.023
C -2.01890 -1.87047 1.65528  -1.196
C -1.78231 -3.25811 1.08910  -1.224
C -0.63657 -3.29500 0.06830  -0.070
C -0.94492 -4.34385 -0.99913  -1.172
S 0.51891 -5.14899 -1.61320  1.262
O 0.15511 -6.20354 -2.49530  -0.620
O 1.31247 -5.53487 -0.50981  -0.621
O 1.31716 -4.02009 -2.39722  -0.412
H -3.78146 0.69090 5.93277  0.278
H -2.88493 0.96250 7.41729  0.456
H -3.20472 2.33713 6.31908  0.361
H -0.85980 1.52664 6.08103  0.095
H -1.52744 -0.06255 5.68610  0.092
H -2.35669 2.34700 4.15654  0.378
H -2.37002 0.71893 3.57748  0.181
H -0.69184 2.33706 2.74618  0.197
H 1.05943 1.13019 2.42034  0.418
H 0.40420 -0.54044 4.82160  0.182
H 1.71633 -0.82579 3.63440  0.587
H 1.58970 1.01853 5.74930  0.089
H 2.88234 0.54198 4.85293  0.289
H -1.33236 -1.35439 3.59143  0.111
H -0.10684 -2.14473 2.59173  0.463
H -2.04436 -1.17835 0.82185  0.315
H -2.98082 -1.84259 2.14947  0.402
H -2.69255 -3.55159 0.57128  0.615
H -1.61895 -4.01291 1.85026  0.268
H -0.52296 -2.33546 -0.41948  0.272
H 0.27627 -3.57459 0.57386  0.508
H -1.47386 -3.88929 -1.82930  0.494
H -1.58957 -5.12779 -0.63058  0.349
H 0.68049 -3.42123 -2.82969  0.351
C -5.38264 2.97186 1.22666  -0.294
C -6.32616 3.52527 2.26923  0.144
O -6.29176 2.51138 3.28902  -0.405
C -5.12075 1.85167 3.16715  0.531
O -4.67451 1.07592 3.95045  -0.468
O -4.48414 2.19851 2.02416  -0.194
H -4.83957 3.74523 0.69029  0.237
H -5.87711 2.31634 0.50651  0.306
H -5.95633 4.45458 2.68854  -0.162
H -7.33955 3.66421 1.90006  0.318
C 1.37774 1.60305 -1.63753  -0.271
C 2.47777 2.58219 -1.29848  -0.139
O 1.73412 3.74414 -0.89178  -0.387
C 0.51073 3.33715 -0.48273  0.625
O -0.27965 4.04315 0.06854  -0.666
O 0.30972 2.04249 -0.77972  -0.298
H 1.64262 0.57314 -1.42575  0.417
H 1.05167 1.68480 -2.67030  0.321
H 3.09537 2.24899 -0.46231  0.257
H 3.11894 2.81488 -2.14067  0.137
C 2.00100 1.90096 10.50554  -0.351
C 0.93235 2.26974 9.49694  -0.313
O 1.53696 1.87891 8.26091  -0.273
C 2.46598 0.92626 8.52285  0.656
O 3.01265 0.27969 7.69206  -0.514
O 2.67086 0.81418 9.85792  -0.346
H 1.59724 1.58242 11.46267  0.302
H 2.71785 2.70744 10.66918  0.250
H 0.01177 1.69995 9.63366  0.250
H 0.69684 3.33038 9.48701  0.312
C -1.62285 6.18444 -3.63290  -0.300
C -0.47835 6.37710 -4.60600  -0.342
O 0.26110 5.16279 -4.44784  -0.307
C -0.58001 4.21388 -3.97113  0.656
O -0.31224 3.06052 -3.87869  -0.539
O -1.76225 4.76099 -3.60648  -0.290
H -2.54814 6.65135 -3.95980  0.308
H -1.38056 6.53093 -2.62686  0.235
H -0.81683 6.45057 -5.64104  0.270
H 0.14547 7.23556 -4.37258  0.291
C -2.24648 6.90360 3.49551  -0.365
C -2.78385 6.44528 2.15679  -0.227
O -3.94851 5.70383 2.54076  -0.288
C -4.35651 6.14404 3.75846  0.669
O -5.37771 5.82791 4.28086  -0.542
O -3.43535 6.97205 4.29658  -0.391
H -1.76026 7.87414 3.45349  0.316
H -1.56467 6.17871 3.94210  0.265
H -3.09236 7.27832 1.52262  0.231
H -2.09217 5.81191 1.60665  0.264
C -3.90224 -8.91742 -2.42328  -0.386
C -2.92694 -7.86202 -1.95293  -0.272
O -3.79947 -6.80740 -1.52050  -0.273
C -4.99985 -7.35020 -1.21474  0.559
O -5.88917 -6.77550 -0.67743  -0.539
O -5.05518 -8.64780 -1.60907  -0.301
H -3.54775 -9.93159 -2.26289  0.330
H -4.17785 -8.79850 -3.47238  0.264
H -2.33067 -8.19623 -1.10278  0.255
H -2.25813 -7.51238 -2.73442  0.311
C 6.61098 1.67282 -3.61923  -0.178
C 6.19193 1.38960 -5.04489  -0.328
O 5.06040 0.52203 -4.85595  -0.257
C 4.54970 0.75316 -3.63231  0.607
O 3.51360 0.32225 -3.23368  -0.560
O 5.37359 1.54661 -2.90427  -0.323
H 7.03177 2.66579 -3.48861  0.244
H 7.31642 0.93301 -3.23539  0.160
H 5.86782 2.28070 -5.57549  0.293
H 6.96314 0.89579 -5.62711  0.317
C 10.13435 2.47180 -0.18348  -0.360
C 9.07193 2.91539 -1.16517  -0.247
O 9.66503 2.60221 -2.43009  -0.317
C 10.58589 1.62084 -2.22832  0.697
O 11.12847 1.02171 -3.09508  -0.518
O 10.78945 1.42260 -0.90355  -0.334
H 9.72675 2.09730 0.75131  0.307
H 10.85927 3.25840 0.03223  0.246
H 8.14540 2.34664 -1.05972  0.215
H 8.84667 3.97677 -1.10063  0.336
C 6.00816 -0.08609 -10.28555  -0.346
C 5.15132 -0.62892 -9.16064  -0.331
O 5.47509 0.25530 -8.08227  -0.226
C 5.92211 1.41921 -8.60729  0.634
O 6.11371 2.40936 -7.97791  -0.492
O 6.12299 1.29936 -9.93927  -0.349
H 5.55296 -0.19674 -11.26571  0.305
H 7.00609 -0.52701 -10.30184  0.259
H 4.08370 -0.54954 -9.37026  0.260
H 5.38735 -1.65562 -8.89558  0.295
C -8.52068 -9.25820 -3.43125  -0.321
C -8.12331 -9.98838 -2.16806  0.115
O -7.97918 -11.34003 -2.62686  -0.349
C -7.72663 -11.30924 -3.95709  0.662
O -7.39090 -12.24528 -4.60486  -0.524
O -7.90375 -10.05613 -4.44870  -0.338
H -8.15065 -8.23699 -3.46858  0.280
H -9.60008 -9.25373 -3.59351  0.277
H -7.16828 -9.64637 -1.77438  -0.045
H -8.87544 -9.92639 -1.38608  0.298



The following is a quantum chemistry calculation of C40H65BiN11P3Si as an isolated structure, from the Open Molecules 2025 dataset.

The total charge is +2. The HOMO energy comes out at -12.791 eV. The maximum force is 0.027 hartree/bohr. Its relative energy (zero: lowest compared OMol25 entry of this formula, charge and spin) is 24.2 kJ/mol. The value obtained for the total energy is -100496.5020 eV. The calculation puts the LUMO energy at -0.1812 Ha.

Last column: Mulliken charge in e.
Atoms and positions in Å:
Bi -0.44792 -0.23261 0.45326  1.994
C 1.14380 4.65035 1.17373  -1.728
P 0.98111 2.97169 0.43354  0.714
C 0.03982 3.49288 -1.08068  -0.365
N 0.58135 4.35013 -1.90994  0.047
C -0.14458 4.81726 -2.95233  0.151
C 0.41814 5.75926 -3.84471  -0.475
C -0.34891 6.26515 -4.85267  -0.551
C -1.68977 5.83919 -5.03283  -0.649
C -2.24720 4.91239 -4.20343  -0.293
C -1.47922 4.38884 -3.13640  -0.204
N -2.02714 3.49563 -2.28342  0.438
C -1.31498 3.05760 -1.27951  -0.361
P -2.15684 1.86063 -0.13622  0.391
C -2.35851 2.78442 1.43071  -1.486
C -3.91916 1.60699 -0.73288  1.995
C -4.69986 2.92018 -0.83042  -1.822
C -4.62935 0.70520 0.29206  -1.603
C -3.84028 0.89939 -2.09520  -1.459
C 2.73324 2.59557 -0.13975  2.211
C 2.64036 1.43997 -1.13931  -1.103
C 3.45094 2.12138 1.12924  -1.909
C 3.50705 3.75938 -0.75641  -1.755
H 1.45851 5.36647 0.41700  0.407
H 1.86645 4.62604 1.98991  0.446
H 0.18033 4.95925 1.58117  0.425
H 1.44475 6.06907 -3.69538  0.508
H 0.06470 7.00567 -5.52525  0.433
H -2.27213 6.25861 -5.84368  0.440
H -3.26750 4.57195 -4.33019  0.464
H -2.69317 3.80149 1.23181  0.470
H -1.41099 2.81433 1.96703  0.350
H -3.10397 2.27299 2.04191  0.461
H -4.72050 3.45347 0.12202  0.405
H -5.73421 2.67403 -1.08708  0.545
H -4.30643 3.57598 -1.59863  0.209
H -5.06542 1.29458 1.10062  0.399
H -3.97481 -0.04384 0.72731  0.262
H -5.44469 0.17703 -0.20635  0.529
H -3.31989 1.50998 -2.82974  0.073
H -4.85441 0.71485 -2.45955  0.673
H -3.31801 -0.05629 -2.01609  0.015
H 2.19731 0.54755 -0.68264  -0.449
H 3.64090 1.17937 -1.49759  0.652
H 2.03151 1.70528 -2.00662  -0.032
H 2.89385 1.31641 1.61631  0.122
H 3.57326 2.93788 1.84569  0.356
H 4.45002 1.75497 0.87246  0.491
H 3.03453 4.11690 -1.66539  0.267
H 4.51722 3.41472 -1.00170  0.528
H 3.60865 4.59655 -0.06372  0.371
C 2.78946 0.16730 6.55189  -1.047
N 1.76229 -0.37742 5.66560  0.035
C 0.43015 -0.36709 6.24696  -1.185
C 1.87456 -0.57010 4.31388  0.411
N 0.90438 -0.58525 3.47602  -0.078
N 3.19201 -0.83042 3.89338  -0.196
C 3.70600 -0.89450 2.60846  -0.111
N 5.02802 -0.56555 2.55335  -0.426
N 3.01284 -1.27808 1.59428  -0.051
H 2.90821 -0.47435 7.42443  0.355
H 2.49415 1.16115 6.89545  0.359
H 3.75826 0.27370 6.07435  0.331
H 0.52094 -0.54884 7.31526  0.342
H -0.17474 -1.16682 5.82402  0.406
H -0.07859 0.59213 6.10528  0.347
H 0.04013 -0.31836 3.93292  -0.079
H 3.88484 -0.76994 4.61354  0.140
H 5.50482 -0.12248 3.31802  0.151
H 5.52925 -0.63909 1.68729  0.231
H 3.53546 -1.15377 0.73081  0.238
C 1.71804 0.69011 -4.98841  -0.948
Si 0.00408 0.00207 -4.74107  -0.294
C -0.22410 -1.65331 -5.56214  -1.007
C -1.27057 1.25472 -5.27062  -0.543
C -0.23089 -0.27150 -2.91173  -0.182
C -0.35301 -0.40378 -1.70755  -0.160
H 1.95414 0.74092 -6.05516  0.414
H 2.47995 0.07399 -4.50436  0.313
H 1.79211 1.70365 -4.58464  0.271
H -0.15809 -1.56067 -6.64970  0.348
H -1.20102 -2.08007 -5.32180  0.322
H 0.54628 -2.35818 -5.23911  0.300
H -1.12149 1.51966 -6.32145  0.474
H -1.18266 2.17136 -4.67960  -0.117
H -2.28940 0.87379 -5.16168  0.295
N -6.09340 -5.32701 1.24904  -0.457
C -5.27648 -4.53013 1.11028  -0.430
C -4.22093 -3.56221 0.94352  0.310
C -3.75851 -3.24797 -0.33508  -0.969
C -2.71785 -2.34490 -0.48767  -0.699
C -2.13946 -1.73143 0.62370  1.237
C -2.61373 -2.05298 1.89444  -0.743
C -3.64636 -2.96430 2.06392  -0.757
H -4.22660 -3.70449 -1.19896  0.581
H -2.34724 -2.11877 -1.48251  0.488
H -2.18945 -1.57250 2.77375  0.435
H -4.01252 -3.21530 3.05148  0.548
C 1.63414 -6.17066 0.14332  -0.801
N 0.23162 -5.58532 0.25678  0.202
C -0.20285 -5.61366 1.72377  -0.743
N 0.75333 -4.95628 2.54378  0.259
C 2.07316 -5.55767 2.38307  -0.959
N 2.52872 -5.47066 0.99705  0.207
C 2.82315 -4.09762 0.58306  -1.259
P 1.34756 -2.92718 0.69082  1.258
C 0.23136 -4.17385 -0.24857  -1.071
C 0.78700 -3.49920 2.38194  -0.994
H 1.93952 -6.08921 -0.89800  0.389
H 1.57466 -7.21884 0.43405  0.377
H -0.41514 -6.15547 -0.29048  0.356
H -0.30344 -6.66019 2.00844  0.360
H -1.17312 -5.12006 1.78036  0.350
H 2.02658 -6.60807 2.67249  0.306
H 2.78210 -5.04180 3.02782  0.369
H 3.20861 -4.10761 -0.43830  0.455
H 3.60256 -3.70976 1.23508  0.414
H 0.56876 -4.18760 -1.28697  0.549
H -0.79371 -3.81581 -0.24166  0.078
H -0.20299 -3.09085 2.57903  0.160
H 1.46718 -3.08177 3.12106  0.542



| no. | gap between HOMO and LUMO (Eh) |
| --- | --- |
| 1 | 0.3106 |
| 2 | 0.2889 |